(1)
{
  "formula": "C30H60O30",
  "method": "the ωB97M-V functional and the def2-TZVPD basis",
  "orbital_gap_ev": 11.264,
  "total_charge": 0,
  "smiles": "COC(=O)OC.COC(=O)OC.COC(=O)OC.COC(=O)OC.COC(=O)OC.COC(=O)OC.COC(=O)OC.COC(=O)OC.COC(=O)OC.COC(=O)OC",
  "e_homo_ev": -10.66,
  "spin_multiplicity": 1,
  "e_above_lowest_ev": 1.860,
  "lumo_energy_ev": 0.61,
  "elements": ["C", "O", "C", "O", "O", "C", "H", "H", "H", "H", "H", "H", "C", "O", "C", "O", "O", "C", "H", "H", "H", "H", "H", "H", "C", "O", "C", "O", "O", "C", "H", "H", "H", "H", "H", "H", "C", "O", "C", "O", "O", "C", "H", "H", "H", "H", "H", "H", "C", "O", "C", "O", "O", "C", "H", "H", "H", "H", "H", "H", "C", "O", "C", "O", "O", "C", "H", "H", "H", "H", "H", "H", "C", "O", "C", "O", "O", "C", "H", "H", "H", "H", "H", "H", "C", "O", "C", "O", "O", "C", "H", "H", "H", "H", "H", "H", "C", "O", "C", "O", "O", "C", "H", "H", "H", "H", "H", "H", "C", "O", "C", "O", "O", "C", "H", "H", "H", "H", "H", "H"],
  "positions_angstrom": [[13.92629, -15.58085, -8.27041], [12.75057, -16.30690, -7.95504], [11.60758, -15.73473, -8.11754], [11.39985, -14.53634, -8.39853], [10.66467, -16.66661, -7.88560], [9.25751, -16.39234, -7.85892], [14.62962, -16.31692, -8.59730], [14.32891, -15.04706, -7.42517], [13.75344, -14.91432, -9.10313], [9.11883, -15.69737, -8.68396], [9.12444, -15.96812, -6.87808], [8.75271, -17.34893, -8.05726], [9.41505, -9.19138, -14.55494], [9.12051, -10.61864, -14.61803], [10.10036, -11.35290, -15.23890], [11.05813, -11.02105, -15.82296], [9.70265, -12.58618, -15.02866], [10.29716, -13.75315, -15.64036], [9.68215, -8.81850, -15.51717], [10.12136, -8.93117, -13.70258], [8.54547, -8.74778, -14.11138], [10.35656, -13.68548, -16.75049], [9.65746, -14.58405, -15.35183], [11.25980, -13.86518, -15.19475], [14.59686, -13.72224, -16.17558], [15.65217, -14.73235, -16.24771], [15.55404, -15.53721, -17.33782], [14.82847, -15.35161, -18.27221], [16.38947, -16.60106, -17.17869], [16.30919, -17.44069, -18.42576], [13.72452, -14.10660, -16.60681], [14.93183, -12.86918, -16.73021], [14.41816, -13.45244, -15.10977], [16.73654, -16.88922, -19.23656], [15.35027, -17.79890, -18.50792], [16.94972, -18.26653, -18.08878], [14.95687, -18.83175, -12.47003], [15.69780, -19.95378, -11.86681], [14.93011, -20.92235, -11.34855], [13.74985, -21.04918, -11.41731], [15.78554, -21.75494, -10.79285], [15.31654, -23.02709, -10.39612], [14.82640, -18.05308, -11.71963], [13.96194, -19.20551, -12.84316], [15.57884, -18.50423, -13.30903], [15.89951, -23.85271, -10.82308], [14.28499, -23.22180, -10.68084], [15.50575, -23.03701, -9.34878], [9.14076, -15.31438, -11.97758], [8.73647, -16.59488, -11.91684], [9.55235, -17.51697, -11.41970], [9.12339, -18.62447, -11.14850], [10.79097, -17.11428, -11.27737], [11.76437, -18.07594, -10.87047], [9.53403, -14.89924, -11.07184], [8.28836, -14.70931, -12.16726], [9.87758, -15.07232, -12.71783], [12.63826, -17.44513, -10.71128], [11.90294, -18.91003, -11.52609], [11.55437, -18.39894, -9.83427], [14.46686, -20.43519, -15.58517], [13.29155, -19.93144, -14.85932], [12.42082, -20.93630, -14.50948], [12.60371, -22.13032, -14.65128], [11.37946, -20.32914, -13.95893], [10.45706, -21.21810, -13.32310], [14.57948, -21.51161, -15.27772], [15.21721, -19.67569, -15.22213], [14.29526, -20.26754, -16.64792], [9.85672, -20.70790, -12.57189], [11.08661, -21.94745, -12.86357], [9.89189, -21.67980, -14.12996], [13.05824, -23.77589, -18.26678], [13.02725, -23.03476, -19.49400], [13.47558, -21.83933, -19.44069], [13.88557, -21.24478, -18.42623], [13.44166, -21.29900, -20.67306], [14.03068, -19.98558, -20.73086], [13.13211, -24.80243, -18.55334], [12.13515, -23.60248, -17.73720], [13.91206, -23.52559, -17.61657], [14.96777, -19.97629, -20.13054], [13.44312, -19.19262, -20.27180], [14.26225, -19.88946, -21.81887], [12.02393, -17.44741, -18.18065], [11.21323, -18.48865, -17.55873], [10.34447, -18.03165, -16.61303], [10.34903, -16.90683, -16.18844], [9.56069, -19.01011, -16.28909], [8.68613, -18.89285, -15.19331], [12.49068, -18.06574, -18.96650], [12.65810, -17.04896, -17.41907], [11.43727, -16.66928, -18.63790], [9.22338, -18.54573, -14.29464], [8.16570, -19.81568, -15.05422], [7.97052, -18.12365, -15.45797], [12.20100, -13.43657, -11.63975], [12.40627, -14.47375, -12.66041], [13.31482, -15.47016, -12.29539], [14.03308, -15.42594, -11.30496], [13.31937, -16.51515, -13.12977], [12.22784, -16.65771, -14.03820], [11.30840, -12.81897, -11.97127], [13.11746, -12.85853, -11.68733], [12.01847, -13.81975, -10.66423], [12.49096, -16.00227, -14.87227], [11.28299, -16.45100, -13.57661], [12.17737, -17.68197, -14.39222], [9.79629, -11.86967, -7.90913], [9.92947, -11.96197, -9.31991], [8.89151, -11.40997, -9.93175], [7.93955, -10.87221, -9.36564], [8.83379, -11.76191, -11.23058], [7.51074, -11.57774, -11.81431], [8.77671, -12.02558, -7.64757], [10.04546, -10.84930, -7.55858], [10.50799, -12.61949, -7.53737], [6.81794, -12.40249, -11.48053], [7.58237, -11.64381, -12.92930], [7.01443, -10.64473, -11.51644]],
  "atomic_forces_ev_per_a": [[0.25, 0.39, -0.59], [0.84, -0.84, 0.27], [-2.57, 2.55, -0.22], [0.33, -2.68, 0.44], [1.19, -0.75, -0.18], [1.38, 0.35, -0.83], [0.47, -0.44, -0.09], [-0.15, 0.15, 0.45], [-0.09, 0.21, 0.01], [-0.77, 0.28, 0.23], [-0.99, 0.20, 0.16], [0.17, 0.46, 0.33], [0.27, -0.72, 2.36], [1.52, 1.33, -0.47], [-2.66, -1.11, 1.54], [1.98, 1.44, -1.18], [-0.99, -1.59, 0.04], [-0.34, 0.76, -0.48], [0.28, 0.42, -0.43], [0.07, -0.73, -1.48], [-0.97, 0.21, -0.60], [-0.04, 0.15, 0.82], [0.06, 0.10, -0.09], [0.85, -0.33, 0.05], [1.45, -0.02, 1.21], [-0.60, -0.48, -0.41], [0.79, -0.01, 1.66], [-0.23, 0.01, -0.34], [-1.20, 0.76, -1.70], [2.97, 0.23, 3.14], [-1.35, -0.49, -0.60], [0.04, 0.58, -0.23], [0.41, -0.38, -0.77], [-0.12, 0.13, -0.57], [-2.26, -0.50, -0.69], [-0.03, 0.11, -0.65], [-0.48, -1.13, -0.09], [-1.11, 0.91, -0.30], [1.66, 0.54, -0.74], [-1.40, 0.09, -0.05], [0.60, -0.73, -0.18], [0.01, -0.74, -0.12], [0.10, -0.02, -0.16], [1.20, 0.57, 0.45], [-0.21, 0.11, 0.33], [0.26, 0.57, -0.26], [-0.11, 0.38, 0.29], [-0.42, -0.42, 0.98], [0.73, 3.25, -0.08], [-0.67, -2.43, 0.22], [-1.19, -2.02, 0.37], [0.64, 0.80, -0.32], [0.21, 0.52, -0.44], [0.47, 0.78, 2.39], [0.38, -0.17, 0.99], [-0.91, 0.40, -0.45], [0.45, -0.26, -0.72], [0.32, -0.39, -0.59], [-0.06, -0.24, -0.57], [-0.37, -0.27, -0.61], [-0.06, 1.17, 1.25], [-0.86, -1.90, -0.38], [1.22, 0.52, -0.43], [-0.43, 1.28, 0.14], [-0.12, 0.59, 0.25], [0.22, -0.33, -0.47], [0.48, 1.29, -0.58], [-0.13, -1.43, -0.44], [0.06, -0.44, 0.25], [0.08, 0.32, -0.35], [-0.07, -0.83, 0.58], [-0.42, -0.14, 0.31], [0.32, 0.13, 0.52], [-0.32, -1.72, 0.04], [1.22, 3.10, 1.46], [-0.80, -1.23, -2.24], [0.03, 0.36, 0.93], [1.47, -0.50, -0.47], [-0.06, -0.61, -0.22], [-0.22, 0.09, 0.26], [-0.37, 0.19, -0.48], [-0.41, -0.17, -0.62], [-0.51, -0.23, -0.52], [-0.34, 0.51, 1.03], [-0.50, -1.93, -0.25], [-0.99, 0.88, 0.42], [1.50, 0.11, -1.21], [-0.31, 0.39, 0.34], [0.01, -1.80, -0.27], [-0.01, 1.83, 0.49], [0.37, 0.87, 0.50], [0.78, 0.31, 0.08], [-0.41, 0.25, -0.02], [-0.20, -0.42, -0.26], [0.05, -0.62, 0.07], [-0.38, 0.18, 0.22], [-0.28, 0.79, -1.93], [0.79, -1.54, 0.98], [-0.40, 0.98, 0.79], [-1.08, 0.04, -1.69], [0.01, 0.42, 1.10], [0.53, 0.19, -1.09], [1.15, -0.86, 0.24], [-0.10, 0.42, 0.44], [-0.06, -0.57, 0.68], [-0.74, -0.08, -0.08], [-0.28, 0.50, 0.10], [0.51, -0.18, 0.15], [1.49, 0.47, 0.74], [-0.14, 0.65, -1.04], [-2.95, -0.64, 0.41], [1.78, -0.16, -0.64], [-0.14, 0.46, -0.17], [-0.88, -0.76, -0.63], [-0.65, -0.51, 0.41], [0.09, -0.51, -0.21], [-0.48, 0.37, 0.10], [0.88, 0.66, -0.11], [0.43, 0.12, 1.11], [0.60, -0.17, -0.05]]
}

***

(2)
{
  "formula": "C5H5FS",
  "method": "the ωB97M-V functional and the def2-TZVPD basis",
  "orbital_gap_ev": 8.106,
  "total_charge": 0,
  "smiles": "C=C(F)C(=C)C=S",
  "e_homo_ev": -8.88,
  "spin_multiplicity": 1,
  "e_above_lowest_ev": 1.062,
  "lumo_energy_ev": -0.77,
  "elements": ["C", "C", "F", "C", "C", "C", "S", "H", "H", "H", "H", "H"],
  "positions_angstrom": [[-0.48774, -0.17394, -1.90414], [-0.77763, 0.13948, -0.66760], [-2.03028, 0.43912, -0.28450], [0.09444, -0.01360, 0.50295], [0.81077, -1.13290, 0.68370], [0.24128, 1.10203, 1.48666], [-0.18361, 2.64779, 1.26605], [-1.08767, 0.01438, -2.70883], [0.43944, -0.55985, -2.26032], [1.44611, -1.34060, 1.52520], [0.80736, -1.94037, -0.09224], [0.72754, 0.81844, 2.45306]],
  "atomic_forces_ev_per_a": [[1.19, 0.01, 0.36], [0.02, -0.70, 0.64], [-0.21, 0.58, -0.31], [0.87, 0.05, 1.04], [-0.28, -0.78, -1.27], [0.07, -0.21, 0.34], [0.06, -0.52, -0.07], [-2.23, 0.32, -1.58], [0.91, 0.03, 0.58], [0.14, 0.35, 0.33], [-0.21, 0.83, 0.81], [-0.34, 0.05, -0.86]]
}

***

> What is the formula in the first record?

C30H60O30

***

> Number 2 is which compound?

C5H5FS